Record 1
This record from the OMol25 dataset describes a cluster of 20 separate species, C42H114BO46 in total. The level of theory is ωB97M-V/def2-TZVPD.

As for the calculated total energy: -5154.28534 hartree. The net charge is -1. The calculation puts the orbital gap at 8.0998 eV. The spin multiplicity is 1.

The geometry in XYZ format:
```
203
Properties=species:S:1:pos:R:3:lowdin_charge:R:1
O 0.072 -2.867 -1.193 0.100
C -0.023 -1.668 -0.932 -0.486
O -0.511 -1.203 0.066 0.290
B -0.457 0.277 0.051 -0.866
O 0.271 0.590 -1.141 0.214
C 0.673 -0.571 -1.785 -0.256
O 1.435 -0.759 -2.740 0.121
O 0.346 0.679 1.224 0.199
C -0.383 1.525 1.977 -0.319
O 0.028 2.142 2.938 0.139
C -1.784 1.673 1.296 -0.313
O -1.784 1.012 0.152 0.224
O -2.627 2.475 1.711 0.129
C 0.739 -4.779 -5.561 -0.214
C 1.098 -6.291 -5.615 -0.291
O 0.933 -6.751 -4.367 -0.044
O -0.659 -4.670 -5.388 -0.079
H 0.863 -4.381 -6.568 0.111
H 1.338 -4.258 -4.813 0.125
H 2.137 -6.509 -5.861 0.123
H 0.458 -6.777 -6.352 0.126
H 0.124 -7.267 -4.361 0.094
H -1.012 -5.516 -5.102 0.061
C -0.902 -1.667 -6.772 -0.177
C -1.336 -0.624 -7.915 -0.207
O -0.327 0.334 -7.876 -0.091
O -1.668 -1.414 -5.603 -0.103
H 0.127 -1.721 -6.417 0.128
H -1.243 -2.592 -7.237 0.098
H -2.208 0.029 -7.896 0.117
H -1.512 -1.197 -8.825 0.109
H -0.402 0.712 -6.996 0.032
H -1.284 -1.938 -4.897 0.084
C -2.377 -5.143 -1.851 -0.236
C -3.823 -4.978 -2.423 -0.260
O -4.542 -6.148 -2.583 -0.042
O -2.322 -5.906 -0.662 -0.048
H -2.000 -4.121 -1.816 0.099
H -1.727 -5.660 -2.557 0.095
H -4.079 -4.257 -3.199 0.106
H -4.216 -4.414 -1.578 0.114
H -4.211 -6.539 -3.395 0.091
H -3.056 -6.516 -0.758 0.076
C 0.639 -0.016 5.688 -0.242
C 0.133 -1.139 4.866 -0.228
O -1.214 -0.907 4.423 -0.065
O 0.205 0.005 7.080 -0.064
H 0.452 0.934 5.187 0.101
H 1.717 0.014 5.531 0.107
H 0.410 -2.104 5.290 0.115
H 0.648 -0.864 3.945 0.091
H -1.876 -0.959 5.116 0.086
H 0.943 -0.194 7.660 0.069
C 5.681 -3.976 -0.234 -0.215
C 4.714 -4.184 -1.516 -0.179
O 5.276 -3.573 -2.727 -0.073
O 5.717 -2.632 0.145 -0.069
H 6.671 -4.282 -0.572 0.114
H 5.332 -4.610 0.581 0.107
H 3.698 -3.867 -1.279 0.085
H 4.522 -5.257 -1.528 0.103
H 5.509 -2.662 -2.533 0.061
H 4.888 -2.366 0.548 0.053
C 4.419 0.663 -3.330 -0.218
C 3.417 1.754 -3.778 -0.203
O 3.907 3.121 -3.712 -0.077
O 5.596 0.858 -4.085 -0.069
H 3.976 -0.324 -3.464 0.107
H 4.791 0.697 -2.306 0.093
H 2.427 1.647 -3.333 0.093
H 3.079 1.588 -4.801 0.111
H 4.849 2.976 -3.825 0.062
H 6.363 0.490 -3.639 0.084
C -4.914 -2.105 1.439 -0.176
C -4.289 -1.432 2.623 -0.243
O -4.679 -0.067 2.764 -0.058
O -4.516 -1.418 0.188 -0.084
H -5.995 -2.095 1.576 0.125
H -4.619 -3.146 1.308 0.115
H -3.200 -1.444 2.604 0.110
H -4.716 -1.905 3.508 0.121
H -4.905 0.194 1.868 0.030
H -3.599 -1.585 -0.042 0.074
C 3.807 -0.585 2.889 -0.177
C 3.189 -2.030 2.651 -0.173
O 2.646 -2.141 1.301 -0.070
O 2.685 0.211 3.281 -0.086
H 4.374 -0.201 2.040 0.091
H 4.517 -0.530 3.713 0.117
H 2.437 -2.221 3.417 0.107
H 4.030 -2.718 2.732 0.097
H 1.695 -2.269 1.306 0.074
H 2.265 0.487 2.463 0.058
C -0.622 2.267 -4.578 -0.195
C -2.107 2.202 -4.832 -0.248
O -2.396 3.022 -5.943 -0.063
O 0.070 2.072 -5.847 -0.060
H -0.440 1.545 -3.782 0.109
H -0.571 3.215 -4.042 0.121
H -2.780 2.623 -4.086 0.132
H -2.298 1.157 -5.079 0.098
H -1.561 3.029 -6.417 0.060
H 0.736 2.762 -5.808 0.107
C 2.380 4.121 -0.639 -0.198
C 1.174 4.505 -1.590 -0.246
O 0.240 5.189 -0.847 -0.062
O 3.085 5.298 -0.216 -0.072
H 3.027 3.384 -1.114 0.089
H 1.962 3.538 0.181 0.115
H 0.630 3.583 -1.792 0.104
H 1.539 4.983 -2.499 0.115
H 0.669 5.754 -0.200 0.051
H 3.494 5.827 -0.905 0.089
C -6.674 3.203 3.731 -0.172
C -7.869 3.759 4.543 -0.249
O -7.299 4.468 5.622 -0.067
O -5.545 4.193 3.543 -0.064
H -7.167 2.875 2.816 0.100
H -6.212 2.288 4.101 0.100
H -8.584 3.058 4.975 0.111
H -8.363 4.453 3.863 0.106
H -7.979 5.052 5.965 0.076
H -5.473 4.222 2.586 0.035
C -5.816 -1.625 -4.466 -0.182
C -5.338 -0.636 -5.598 -0.215
O -4.306 -1.170 -6.447 -0.086
O -4.910 -1.814 -3.331 -0.093
H -5.860 -2.621 -4.907 0.105
H -6.823 -1.299 -4.203 0.112
H -5.133 0.353 -5.186 0.107
H -6.104 -0.425 -6.344 0.111
H -3.483 -1.300 -5.969 0.020
H -4.004 -1.993 -3.594 0.057
C 2.168 -7.700 0.238 -0.170
C 1.439 -6.458 -0.458 -0.203
O 2.026 -5.368 0.158 -0.090
O 1.406 -8.234 1.368 -0.077
H 3.183 -7.382 0.478 0.107
H 2.266 -8.502 -0.493 0.106
H 0.359 -6.572 -0.369 0.111
H 1.680 -6.442 -1.521 0.110
H 2.029 -4.653 -0.483 0.068
H 1.316 -7.584 2.069 0.034
C 4.350 4.927 3.428 -0.245
C 5.739 5.378 3.825 -0.199
O 5.908 6.849 3.722 -0.087
O 3.345 5.183 4.391 -0.065
H 4.345 3.839 3.353 0.114
H 4.015 5.329 2.472 0.112
H 6.523 4.994 3.173 0.096
H 6.188 4.927 4.709 0.114
H 6.506 7.037 2.994 0.065
H 3.080 6.103 4.463 0.084
C 2.504 -6.021 3.686 -0.234
C 2.568 -5.248 4.981 -0.273
O 1.369 -4.672 5.356 -0.044
O 3.296 -5.469 2.629 -0.065
H 1.475 -6.274 3.432 0.115
H 2.949 -6.977 3.962 0.111
H 3.369 -4.517 4.869 0.120
H 3.062 -5.876 5.723 0.111
H 0.649 -5.267 5.578 0.096
H 2.789 -5.391 1.817 0.025
C -0.559 6.971 1.771 -0.246
C -0.370 5.680 2.589 -0.242
O 0.354 5.771 3.780 -0.067
O -1.285 8.082 2.241 -0.037
H -0.877 6.641 0.782 0.106
H 0.488 7.261 1.680 0.118
H 0.140 4.921 1.997 0.111
H -1.349 5.371 2.957 0.113
H 0.425 4.861 4.077 0.071
H -2.209 7.824 2.208 0.087
C -2.099 4.016 6.211 -0.153
C -2.313 3.001 4.996 -0.184
O -3.741 2.709 4.852 -0.078
O -3.092 5.147 6.143 -0.094
H -1.097 4.429 6.101 0.092
H -2.196 3.608 7.218 0.101
H -1.590 2.202 5.155 0.094
H -2.081 3.564 4.091 0.079
H -3.772 1.980 4.228 0.047
H -2.601 5.969 6.078 0.056
C -5.358 4.034 -0.326 -0.185
C -5.590 2.516 -0.596 -0.243
O -5.376 1.583 0.421 -0.074
O -3.961 4.152 -0.087 -0.079
H -5.836 4.338 0.605 0.100
H -5.735 4.532 -1.220 0.117
H -5.201 1.990 -1.467 0.125
H -6.651 2.404 -0.822 0.104
H -5.008 0.810 -0.013 0.059
H -3.626 3.305 0.217 0.027
C 6.145 1.156 0.098 -0.218
C 6.216 2.673 0.214 -0.234
O 7.536 3.242 0.207 -0.066
O 6.764 0.575 1.281 -0.076
H 6.825 0.941 -0.727 0.112
H 5.131 0.826 -0.129 0.105
H 5.611 2.963 1.073 0.111
H 5.778 3.168 -0.653 0.114
H 8.006 3.111 1.034 0.075
H 7.696 0.421 1.114 0.081
```

Record 2
This record from the OMol25 dataset describes a cluster of 8 separate species, C42H114F2N18O12P6 in total. The level of theory is ωB97M-V/def2-TZVPD.

As for the calculated total energy: -5804.99856 hartree. The calculation puts the orbital gap at 8.4180 eV. The spin multiplicity is 1.

The geometry in XYZ format:
```
194
Properties=species:S:1:pos:R:3:lowdin_charge:R:1
C -0.639 -7.821 -1.827 -0.112
N -2.035 -8.031 -2.155 -0.328
C -2.423 -8.647 -3.411 -0.119
P -3.256 -7.367 -1.148 0.632
O -4.574 -7.805 -1.658 -0.298
N -2.809 -7.977 0.456 -0.290
C -2.614 -9.441 0.474 -0.133
C -3.536 -7.553 1.733 -0.079
N -2.786 -5.709 -1.390 -0.299
C -2.264 -4.896 -0.336 -0.147
C -3.390 -5.069 -2.638 -0.058
H -0.016 -8.492 -2.420 0.088
H -0.503 -7.858 -0.746 0.063
H -0.353 -6.775 -1.944 0.047
H -2.821 -7.915 -4.114 0.057
H -3.267 -9.326 -3.290 0.076
H -1.579 -8.994 -4.007 0.081
H -2.232 -9.729 -0.505 0.063
H -1.767 -9.633 1.133 0.086
H -3.544 -9.998 0.583 0.086
H -3.693 -6.476 1.665 0.052
H -4.441 -8.153 1.823 0.079
H -2.886 -7.626 2.605 0.070
H -1.478 -5.568 0.010 0.074
H -1.987 -3.899 -0.678 0.068
H -3.078 -4.798 0.383 0.051
H -3.047 -4.049 -2.814 0.069
H -4.463 -5.026 -2.451 0.066
H -3.178 -5.705 -3.498 0.066
C -3.901 7.764 -1.258 -0.092
N -4.636 7.238 -2.448 -0.304
C -5.320 8.309 -3.080 -0.155
P -3.742 6.311 -3.534 0.496
O -2.695 7.157 -4.162 -0.294
N -3.215 4.959 -2.806 -0.305
C -2.327 3.970 -3.492 -0.060
C -3.777 4.493 -1.538 -0.091
N -4.850 5.725 -4.686 -0.312
C -4.985 6.282 -6.021 -0.113
C -5.999 4.928 -4.318 -0.117
H -4.438 7.411 -0.378 0.078
H -3.817 8.851 -1.281 0.085
H -2.920 7.315 -1.102 0.066
H -4.669 9.103 -3.445 0.088
H -5.894 8.769 -2.276 0.088
H -5.950 7.955 -3.897 0.073
H -1.645 4.359 -4.247 0.084
H -1.788 3.365 -2.763 0.067
H -3.050 3.355 -4.029 0.074
H -4.767 4.907 -1.348 0.082
H -3.814 3.405 -1.569 0.082
H -3.052 4.846 -0.804 0.044
H -4.051 6.284 -6.583 0.079
H -5.691 5.683 -6.596 0.076
H -5.273 7.325 -5.894 0.069
H -5.529 3.987 -4.033 0.076
H -6.596 4.787 -5.218 0.070
H -6.743 5.314 -3.622 0.080
C 4.647 -1.506 -4.831 -0.129
N 3.942 -2.291 -3.822 -0.295
C 3.619 -1.589 -2.573 -0.107
P 3.182 -3.763 -4.393 0.663
O 3.556 -4.203 -5.754 -0.294
N 3.554 -5.005 -3.246 -0.309
C 3.396 -4.851 -1.880 -0.183
C 3.771 -6.369 -3.837 -0.081
N 1.428 -3.606 -4.303 -0.320
C 0.480 -4.338 -3.624 -0.179
C 0.746 -2.755 -5.312 -0.088
H 5.668 -1.880 -4.753 0.080
H 4.573 -0.430 -4.675 0.077
H 4.287 -1.675 -5.846 0.067
H 4.258 -2.067 -1.829 0.069
H 2.547 -1.552 -2.379 0.059
H 4.008 -0.575 -2.485 0.074
H 3.182 -5.821 -1.431 0.082
H 4.231 -4.489 -1.280 0.078
H 2.503 -4.239 -1.754 0.065
H 2.982 -6.780 -4.467 0.074
H 4.508 -6.263 -4.633 0.063
H 4.147 -6.976 -3.014 0.081
H 0.875 -5.052 -2.901 0.064
H -0.265 -3.606 -3.311 0.065
H -0.006 -4.953 -4.382 0.088
H -0.333 -2.646 -5.202 0.076
H 0.840 -3.382 -6.199 0.084
H 1.220 -1.774 -5.294 0.081
C -0.041 3.576 1.447 -0.122
N -0.474 4.778 2.118 -0.308
C -1.143 5.647 1.116 -0.104
P -0.148 5.050 3.796 0.577
O -0.807 4.101 4.692 -0.285
N 1.556 5.057 3.883 -0.269
C 2.360 5.744 2.784 -0.097
C 2.373 3.862 4.465 -0.069
N -0.607 6.697 4.069 -0.320
C 0.337 7.868 4.315 -0.046
C -1.896 6.894 4.395 -0.209
H 0.750 3.079 2.009 0.065
H 0.239 3.924 0.453 0.088
H -0.956 2.985 1.469 0.084
H -1.919 6.257 1.578 0.060
H -1.629 5.044 0.349 0.047
H -0.544 6.450 0.686 0.081
H 1.636 6.394 2.292 0.051
H 3.219 6.245 3.232 0.085
H 2.660 4.956 2.094 0.063
H 2.430 3.048 3.741 0.046
H 3.424 4.144 4.526 0.066
H 2.151 3.484 5.463 0.076
H 1.026 7.848 3.471 0.046
H -0.204 8.811 4.242 0.077
H 0.825 7.702 5.276 0.081
H -2.137 7.957 4.412 0.092
H -2.102 6.309 5.291 0.082
H -2.520 6.417 3.639 0.068
C 9.571 1.713 2.495 -0.156
N 8.332 1.689 1.783 -0.340
C 8.404 1.053 0.472 -0.092
P 6.989 2.509 2.470 0.663
O 6.830 2.820 3.923 -0.305
N 7.037 4.048 1.595 -0.312
C 8.170 4.926 1.500 -0.125
C 5.756 4.623 1.213 -0.131
N 5.693 1.521 1.894 -0.296
C 5.197 1.567 0.497 -0.132
C 4.828 0.758 2.780 -0.111
H 10.340 2.241 1.933 0.078
H 9.970 0.718 2.690 0.078
H 9.382 2.115 3.491 0.076
H 7.568 0.379 0.658 0.072
H 9.298 0.430 0.487 0.081
H 8.411 1.688 -0.414 0.085
H 8.293 5.523 2.404 0.082
H 9.067 4.312 1.427 0.062
H 8.173 5.539 0.598 0.084
H 5.489 4.200 0.245 0.061
H 5.019 4.219 1.906 0.054
H 5.675 5.709 1.267 0.087
H 5.849 2.143 -0.161 0.066
H 4.983 0.565 0.125 0.074
H 4.206 1.986 0.324 0.067
H 3.797 1.047 2.576 0.069
H 5.030 1.062 3.807 0.071
H 5.064 -0.301 2.676 0.083
C 0.497 -3.764 4.718 -0.107
N -0.498 -3.808 3.657 -0.321
C -1.097 -5.144 3.544 -0.104
P -1.328 -2.412 3.179 0.612
O -2.234 -2.665 2.012 -0.303
N -2.239 -2.069 4.608 -0.280
C -3.721 -2.343 4.862 -0.072
C -1.622 -1.322 5.696 -0.147
N -0.151 -1.211 2.945 -0.292
C -0.682 0.083 2.673 -0.124
C 1.101 -1.469 2.219 -0.079
H 1.089 -4.674 4.627 0.093
H -0.092 -3.464 5.585 0.070
H 1.153 -2.899 4.623 0.066
H -0.787 -5.557 2.585 0.070
H -2.185 -5.074 3.528 0.068
H -0.732 -5.864 4.277 0.082
H -4.256 -1.513 5.325 0.081
H -4.281 -2.325 3.927 0.052
H -4.002 -3.358 5.143 0.074
H -1.685 -1.885 6.627 0.083
H -0.584 -1.109 5.444 0.068
H -2.168 -0.379 5.727 0.079
H -1.311 0.176 1.787 0.076
H -1.393 0.300 3.470 0.077
H 0.067 0.871 2.746 0.089
H 1.212 -2.503 1.896 0.083
H 2.003 -1.184 2.760 0.082
H 1.041 -0.986 1.244 0.061
O -6.516 0.271 -1.126 0.106
C -6.118 -0.832 -0.707 -0.504
O -4.770 -1.293 -0.895 0.007
C -4.536 -2.394 -0.042 -0.087
C -5.964 -2.923 0.201 -0.211
F -6.091 -3.396 1.444 0.087
O -6.780 -1.656 0.034 0.143
H -3.940 -3.223 -0.425 0.091
H -4.163 -1.986 0.897 0.119
H -6.476 -3.640 -0.442 0.173
O 1.661 0.713 -0.501 0.146
C 0.601 0.355 -0.941 -0.561
O -0.602 0.880 -0.574 0.036
C -1.634 0.250 -1.301 -0.065
C -1.006 -1.069 -1.362 -0.354
F -1.550 -1.637 -2.400 0.100
O 0.373 -0.756 -1.629 0.150
H -2.634 0.236 -0.867 0.145
H -1.650 0.772 -2.258 0.147
H -1.345 -1.635 -0.494 0.165
```